93
Properties=species:S:1:pos:R:3:forces:R:3:lowdin_charge:R:1 method="wB97M-V/def2-TZVPD" homo_energy_ev="-13.0 / -13.0" energy_ev=-208987.026 charge=+2 e_lumo_ev="-7.399 / -7.348" gap_ev="5.6144 / 5.6144"
Rh 0.405908 0.514887 0.415124 0.292 -0.486 1.817 0.113
N -1.721703 0.743325 0.767104 0.246 -0.312 0.027 -0.034
C -2.172413 0.474517 2.123700 -0.040 0.333 -0.138 -0.292
C -3.200404 1.204020 2.689685 -0.073 0.034 0.032 0.000
C -3.591586 0.911857 3.990883 0.004 -0.052 -0.014 -0.031
C -2.961997 -0.100892 4.706001 -0.005 -0.007 -0.045 -0.038
C -1.922134 -0.815643 4.129215 -0.062 -0.044 0.002 -0.037
C -1.525192 -0.525777 2.826183 0.113 0.273 0.109 -0.314
P -0.107143 -1.247208 1.991658 0.027 -1.032 -0.665 1.068
C 1.033338 -1.635650 3.342280 0.158 0.164 0.009 -0.363
C 1.045153 -2.903877 3.923950 0.051 -0.010 -0.023 -0.071
C 1.820940 -3.139495 5.051978 -0.015 0.013 -0.016 -0.042
C 2.589500 -2.122270 5.599537 -0.002 -0.007 0.007 -0.043
C 2.576401 -0.855465 5.028656 -0.024 0.011 -0.037 -0.051
C 1.796366 -0.612090 3.908770 -0.031 -0.067 0.066 -0.115
C -0.654405 -2.857058 1.366364 -0.307 -0.005 -0.010 -0.371
C 0.262166 -3.768491 0.838677 -0.096 -0.002 -0.021 -0.109
C -0.173798 -4.975792 0.317739 -0.031 0.044 -0.014 -0.046
C -1.532512 -5.280606 0.309896 0.081 -0.061 -0.003 -0.047
C -2.448491 -4.377126 0.819819 -0.030 0.041 0.045 -0.059
C -2.013329 -3.167699 1.348913 0.040 -0.074 0.142 -0.096
H -2.001558 -0.030920 0.164703 -0.335 0.115 -0.033 0.065
H -2.162927 1.578315 0.399363 -0.002 0.054 0.040 0.031
H -3.690582 1.992976 2.129920 -0.009 -0.034 0.015 0.125
H -4.396367 1.475266 4.445020 0.033 -0.005 -0.003 0.123
H -3.271999 -0.324342 5.718444 0.013 0.021 -0.033 0.121
H -1.413918 -1.585985 4.696733 0.015 0.023 -0.024 0.121
H 0.444550 -3.704209 3.511499 0.019 0.014 0.015 0.111
H 1.812177 -4.119884 5.510051 0.020 0.009 -0.024 0.120
H 3.188475 -2.312083 6.480871 -0.006 0.003 -0.027 0.120
H 3.160616 -0.056014 5.466338 -0.014 -0.014 -0.004 0.118
H 1.751519 0.389259 3.499125 -0.049 0.038 0.010 0.056
H 1.318799 -3.547107 0.867484 0.008 -0.057 0.020 0.079
H 0.542841 -5.683381 -0.080490 -0.017 0.019 0.037 0.119
H -1.869881 -6.233341 -0.078184 0.011 0.048 -0.035 0.119
H -3.505497 -4.609052 0.808317 0.019 -0.006 0.036 0.120
H -2.736983 -2.479942 1.770285 -0.014 -0.012 -0.032 0.110
C 3.324612 -1.888774 0.486866 -0.088 -0.067 0.170 -0.303
Se 2.683742 -0.157732 -0.085017 -0.195 0.352 0.044 0.981
C 3.663377 0.863671 1.260107 0.223 -0.006 -0.067 -0.476
C 3.270650 2.317358 1.198272 0.212 0.081 -0.072 -0.498
Se 1.384327 2.538815 1.601797 -0.288 0.182 -0.716 0.997
C 1.318171 4.432575 1.175021 -0.060 0.139 0.209 -0.322
H 3.173937 -2.026929 1.555978 -0.017 -0.007 -0.008 0.034
H 4.381926 -1.908247 0.234449 0.019 -0.030 0.022 0.053
H 2.798586 -2.645976 -0.084082 0.067 0.011 -0.091 0.011
H 4.725098 0.746381 1.045369 0.004 -0.013 -0.066 0.098
H 3.453632 0.408506 2.224843 0.038 0.026 0.042 0.047
H 3.438201 2.742273 0.208522 0.043 0.000 -0.033 0.076
H 3.834615 2.901873 1.923249 -0.012 -0.005 0.054 0.094
H 1.658940 4.598300 0.158467 0.009 0.013 0.032 0.019
H 1.956365 4.951158 1.887008 -0.019 0.006 0.004 0.047
H 0.290012 4.764322 1.292622 0.013 -0.004 -0.006 0.034
C -1.199811 -0.925553 -4.655898 -0.089 0.195 -0.312 -0.179
Si -0.775294 -1.280613 -2.890958 0.363 -0.252 0.703 0.341
C 0.750011 -2.347412 -2.707899 0.173 -0.167 -0.156 -0.206
C -2.174810 -2.131905 -2.020653 -0.311 -0.097 0.008 -0.195
Si -0.196817 0.761116 -1.867863 -0.171 0.621 -1.560 0.463
Si -2.036490 2.307824 -2.130701 0.584 -0.524 0.745 0.392
C -1.719628 3.566894 -0.750663 -0.459 0.325 -0.068 -0.222
C -3.609440 1.323072 -1.865512 -0.386 0.222 -0.003 -0.211
C -2.107899 3.133330 -3.781757 -0.158 0.231 -0.261 -0.196
Si 1.439975 1.913905 -3.257701 -0.118 -0.415 1.036 0.373
C 0.888927 2.013578 -5.016812 -0.034 -0.007 -0.387 -0.187
C 3.107638 1.098064 -3.216017 0.362 -0.005 -0.224 -0.240
C 1.516293 3.562999 -2.382643 0.245 0.388 -0.206 -0.218
H -1.417121 -1.878984 -5.149089 -0.012 0.057 0.012 0.055
H -0.386741 -0.445671 -5.200232 -0.047 -0.059 0.001 0.015
H -2.088175 -0.293840 -4.746055 0.033 -0.060 -0.017 0.038
H 0.566921 -3.381442 -3.018459 0.008 0.069 0.026 0.048
H 1.054593 -2.366841 -1.655378 -0.031 -0.032 -0.059 -0.011
H 1.585071 -1.967209 -3.304290 -0.025 -0.021 0.070 0.030
H -2.399144 -3.078521 -2.524945 0.013 0.043 0.060 0.056
H -3.095066 -1.542737 -2.018613 0.025 -0.045 0.007 0.025
H -1.904716 -2.372182 -0.990268 -0.015 0.005 -0.071 -0.002
H -1.140361 3.146521 0.070913 0.080 0.098 0.015 -0.034
H -2.647361 3.985585 -0.340778 0.077 -0.026 -0.048 0.050
H -1.149453 4.410047 -1.150163 0.004 -0.071 0.019 0.037
H -3.528716 0.533027 -1.121076 -0.079 -0.027 -0.030 0.000
H -3.910961 0.850613 -2.805297 0.046 -0.013 0.048 0.045
H -4.437438 1.974847 -1.563126 0.035 -0.037 -0.059 0.048
H -1.376595 3.937471 -3.881344 -0.011 -0.068 -0.040 0.039
H -3.104250 3.570385 -3.908268 0.058 0.018 0.033 0.056
H -1.965024 2.426193 -4.597575 -0.131 0.018 0.007 0.020
H 1.071280 1.071391 -5.537210 0.058 0.070 0.004 0.036
H 1.500431 2.781406 -5.504910 -0.015 -0.055 0.012 0.060
H -0.150373 2.285164 -5.156187 0.038 0.014 -0.063 0.000
H 3.042188 0.020626 -3.388090 0.031 0.047 0.010 0.024
H 3.615954 1.256123 -2.267834 0.072 0.024 -0.026 -0.022
H 3.745471 1.519722 -4.001326 -0.067 -0.025 0.025 0.051
H 0.750851 4.258823 -2.736544 0.015 -0.042 0.071 0.034
H 2.488125 4.047702 -2.534636 -0.093 -0.010 0.017 0.054
H 1.367831 3.405887 -1.313229 -0.005 -0.031 -0.085 -0.035

=====

105
Properties=species:S:1:pos:R:3:forces:R:3:lowdin_charge:R:1 method="wB97M-V/def2-TZVPD" homo_energy_ev=-9.2 smiles="COCCCCCC[C@@](CON=O)(O[C@H](Br)[C@H](C)OCI)B(N)O.CC#N.CC#N.CC#N.CC#N.CC#N.CC#N.CC#N.CC#N.CC#N" energy_ev=-140510.873 e_lumo_ev=0.181 gap_ev=9.3331
C -4.282452 -2.768348 2.744318 -0.386 -0.493 0.851 -0.127
O -4.882580 -1.485089 2.506300 0.998 -0.029 -0.737 -0.218
C -4.110040 -0.717825 1.559278 0.205 0.145 -0.562 -0.234
C -4.847005 0.616892 1.098847 1.173 0.119 -0.384 -0.145
C -4.385053 0.960595 -0.411482 -0.331 -0.715 1.002 -0.196
C -3.052014 1.804881 -0.349494 -0.716 0.802 -1.082 -0.213
C -2.444367 2.167272 -1.802364 0.626 0.308 1.683 -0.168
C -2.289453 0.930937 -2.756381 0.955 -0.881 0.550 -0.111
C -2.978191 0.923890 -4.168780 1.421 1.693 -0.252 -0.296
C -1.828455 1.363392 -5.219483 -0.411 -2.248 0.151 -0.145
O -1.393683 2.734585 -5.014857 -0.648 -1.312 -0.333 -0.071
N -0.066335 2.663065 -4.687426 0.820 1.558 0.079 -0.054
O 0.409853 3.745789 -4.640472 -0.189 -0.813 0.114 0.047
O -3.372435 -0.386144 -4.655438 -1.002 0.012 0.879 -0.118
C -4.324640 -1.022053 -3.846982 -0.490 -0.525 -0.533 -0.575
Br -3.404702 -2.638238 -3.050641 -0.382 0.532 0.170 0.706
C -5.585615 -1.582370 -4.651055 0.751 -1.410 0.115 -0.383
C -5.300313 -2.922139 -5.459637 -0.108 -0.253 -0.699 -0.097
O -6.084298 -0.593800 -5.583778 -1.186 -0.616 0.824 -0.245
C -7.509087 -0.680286 -5.660862 0.278 -0.986 -0.584 -0.607
I -8.354699 0.840144 -4.336642 -0.022 -0.378 -0.433 0.822
B -4.216606 1.938020 -4.457792 -1.582 1.087 -0.521 -0.470
N -4.480592 2.331108 -5.895140 0.376 -0.568 1.020 0.135
O -5.089259 2.522704 -3.489351 1.275 -1.380 -0.580 0.063
H -5.109631 -3.546874 2.750802 0.986 0.892 -0.116 0.093
H -3.496174 -3.062708 1.992785 -0.832 0.425 0.594 0.087
H -3.822122 -2.770840 3.776492 -0.278 -0.033 -1.062 0.090
H -3.080596 -0.434033 1.962256 -1.210 -0.380 -0.178 0.129
H -3.899900 -1.411971 0.676217 -0.379 0.981 0.760 0.111
H -5.966435 0.572266 1.196223 1.179 -0.192 -0.015 0.112
H -4.421095 1.467465 1.722680 -0.936 -1.023 -0.475 0.110
H -4.258264 -0.061504 -0.902648 0.014 1.366 0.341 0.075
H -5.230104 1.490719 -0.954209 1.226 -0.384 0.584 0.111
H -2.266285 1.390994 0.346899 -1.061 0.072 -0.979 0.071
H -3.334391 2.816277 0.092989 0.381 -1.292 -0.315 0.111
H -3.017894 3.062950 -2.152171 0.405 -1.088 -0.247 0.106
H -1.397838 2.553785 -1.552897 -1.252 -0.361 -0.520 0.102
H -1.169478 0.795859 -2.946884 -1.420 0.118 0.227 0.121
H -2.540743 0.005969 -2.138570 0.031 1.091 -1.018 0.091
H -2.154658 1.153885 -6.285721 0.307 0.771 1.313 0.125
H -0.933603 0.686201 -5.059300 -1.197 0.892 -0.044 0.093
H -4.690553 -0.460473 -2.944928 0.634 -0.155 -1.029 0.100
H -6.352536 -1.834778 -3.850933 0.749 0.591 -0.894 0.141
H -5.891419 -2.912741 -6.433770 0.550 0.144 1.297 0.090
H -4.217369 -3.035059 -5.779086 -1.279 0.235 0.588 0.076
H -5.624261 -3.849484 -4.890215 0.578 1.218 -0.579 0.081
H -7.911571 -1.675739 -5.289080 0.608 1.272 -0.266 0.072
H -7.871153 -0.592583 -6.732312 0.560 0.544 1.419 0.088
H -3.830968 3.083570 -6.165866 -0.566 -0.344 -0.040 0.080
H -4.330986 1.526388 -6.516049 0.202 0.537 0.203 0.066
H -5.929062 2.035646 -3.416225 0.148 0.460 -0.277 0.000
C 1.740492 1.321357 -7.785996 -0.528 -0.493 0.268 -0.058
C 0.728308 0.350997 -7.280169 -0.435 -0.537 0.197 -0.240
N -0.059845 -0.405060 -6.884223 1.333 1.027 -0.784 0.144
H 2.617118 1.312212 -7.138056 -0.096 -0.027 -0.011 0.081
H 2.041218 1.048178 -8.797598 -0.058 -0.019 0.078 0.078
H 1.316280 2.325728 -7.798249 -0.004 -0.083 0.026 0.077
C 0.648922 4.445650 0.856005 -0.460 -0.737 -0.060 -0.097
C -0.355130 3.475105 1.375293 -0.427 -0.451 0.273 -0.232
N -1.139659 2.717635 1.777705 1.388 1.198 -0.383 0.133
H 1.525338 4.452435 1.502563 -0.141 -0.037 0.009 0.047
H 0.952004 4.159689 -0.152772 -0.081 -0.118 0.059 0.075
H 0.220006 5.443230 0.828444 -0.032 -0.210 -0.002 0.035
C 2.117906 -0.180832 1.889376 0.271 0.638 0.123 -0.057
C 2.649174 1.179189 2.187094 0.198 0.626 0.147 -0.257
N 3.063656 2.239390 2.419121 -0.525 -1.529 -0.383 0.123
H 2.835816 -0.935949 2.211526 -0.049 0.088 0.048 0.050
H 1.176946 -0.336003 2.417564 0.078 0.088 -0.006 0.083
H 1.946203 -0.285724 0.817730 0.009 0.092 0.067 0.079
C 6.058877 -0.184316 3.494892 -0.545 -0.338 0.301 -0.092
C 5.054105 -1.154837 4.014462 -0.460 -0.442 0.243 -0.261
N 4.267204 -1.910105 4.416980 1.159 1.066 -0.634 0.119
H 6.936964 -0.178707 4.140585 -0.067 -0.068 -0.064 0.054
H 6.360930 -0.468278 2.486968 -0.009 -0.067 0.115 0.066
H 5.627642 0.817860 3.469776 -0.103 -0.103 0.067 0.063
C 7.637792 -4.444736 2.441461 0.266 0.753 0.187 -0.066
C 8.182382 -3.088890 2.734595 0.271 0.605 0.105 -0.247
N 8.600400 -2.029505 2.963727 -0.586 -1.512 -0.367 0.121
H 8.344608 -5.206779 2.769938 -0.042 0.086 0.003 0.081
H 6.692969 -4.585588 2.966720 0.089 -0.005 -0.053 0.031
H 7.468853 -4.553336 1.370003 0.025 0.056 0.074 0.081
C 0.462159 9.187180 1.882033 0.085 -0.735 0.211 -0.059
C 0.638073 7.767868 2.302592 0.099 -0.645 0.270 -0.224
N 0.775081 6.661905 2.630544 -0.178 2.015 -0.194 0.142
H -0.092519 9.229145 0.944399 0.037 -0.046 0.071 0.079
H -0.088905 9.733775 2.647399 0.039 -0.087 -0.031 0.080
H 1.436867 9.654525 1.741474 -0.051 -0.079 0.025 0.079
C 8.316115 2.834658 2.416421 0.050 -0.201 0.735 -0.068
C 8.442976 2.477242 3.858013 0.070 -0.167 0.667 -0.271
N 8.539675 2.196625 4.980393 -0.162 0.399 -1.626 0.124
H 8.967816 3.677505 2.185738 -0.038 -0.063 0.062 0.076
H 8.601525 1.982988 1.798187 0.000 0.026 0.099 0.078
H 7.284653 3.109110 2.192756 0.057 -0.018 0.067 0.077
C 4.181336 -5.569718 6.042940 0.491 -0.259 -0.850 -0.088
C 4.721393 -5.978705 4.715117 0.250 -0.068 -0.642 -0.245
N 5.141323 -6.295874 3.678835 -0.593 0.428 1.525 0.111
H 3.211495 -5.089592 5.916560 0.082 -0.074 -0.012 0.079
H 4.064233 -6.444461 6.682324 0.070 0.228 -0.359 0.015
H 4.866204 -4.868045 6.520310 -0.019 -0.003 -0.126 0.080
C 3.872296 -8.133716 10.195230 -0.330 0.369 -0.579 -0.057
C 3.214134 -7.418436 9.065281 -0.368 0.325 -0.487 -0.222
N 2.701089 -6.860953 8.184668 0.506 -1.010 1.703 0.132
H 4.647994 -8.796635 9.811401 -0.071 0.063 -0.018 0.080
H 4.324057 -7.412292 10.876252 -0.054 -0.015 -0.083 0.080
H 3.134564 -8.724278 10.738497 0.018 0.062 -0.077 0.080